[1]
Entry from the OMol25 dataset: a molecular structure, C30H21Cl2GeN4O2Zn at a distorted geometry (ωB97M-V/def2-TZVPD).

Its highest occupied orbital energy is -0.380 Ha. The value obtained for the LUMO energy is -6.0 eV. The frontier orbital gap comes out at 4.340 eV. Its net charge is +1.

Geometry (Å):
Zn1 0.55 0.35 -0.45
Cl1 2.28 6.57 1.98
C1 2.10 5.19 1.00
C2 1.33 4.14 1.42
C3 1.13 3.01 0.58
N1 0.24 2.08 0.79
C4 -0.29 1.67 2.00
O1 -1.31 2.04 2.51
C5 0.59 0.59 2.57
C6 0.59 0.37 3.95
C7 1.51 -0.54 4.46
C8 2.36 -1.20 3.58
C9 2.25 -0.95 2.22
N2 1.40 -0.06 1.73
C10 1.92 2.92 -0.66
C11 2.70 4.04 -1.06
C12 2.77 5.15 -0.27
Cl2 3.66 6.51 -0.79
N3 1.80 1.80 -1.31
C13 2.13 1.52 -2.63
O2 3.23 1.50 -3.12
C14 0.84 1.24 -3.34
C15 0.76 1.30 -4.72
C16 -0.49 1.22 -5.31
C17 -1.60 1.09 -4.50
C18 -1.42 0.99 -3.12
N4 -0.23 1.06 -2.56
H1 0.79 4.19 2.35
H2 -0.10 0.91 4.58
H3 1.56 -0.73 5.52
H4 3.10 -1.90 3.94
H5 2.88 -1.45 1.51
H6 3.23 3.98 -2.00
H7 1.67 1.42 -5.30
H8 -0.60 1.27 -6.39
H9 -2.60 1.06 -4.91
H10 -2.26 0.85 -2.46
Ge1 -0.41 -1.87 -0.69
C19 -2.36 -1.64 -0.93
C20 -3.00 -2.12 -2.07
C21 -4.36 -1.91 -2.25
C22 -5.09 -1.22 -1.30
C23 -4.46 -0.76 -0.15
C24 -3.11 -0.96 0.02
C25 0.06 -3.00 0.86
C26 -0.54 -2.83 2.10
C27 -0.18 -3.62 3.18
C28 0.80 -4.59 3.02
C29 1.40 -4.78 1.79
C30 1.04 -3.97 0.72
H11 0.07 -2.64 -1.91
H12 -2.44 -2.67 -2.81
H13 -4.85 -2.29 -3.13
H14 -6.14 -1.03 -1.45
H15 -5.03 -0.23 0.60
H16 -2.63 -0.58 0.92
H17 -1.33 -2.10 2.23
H18 -0.67 -3.50 4.13
H19 1.08 -5.21 3.86
H20 2.14 -5.55 1.66
H21 1.52 -4.10 -0.24

Here are the natural (NBO) charges for atoms 1 to 4, given in e: number 1, Zn, carries 1.36; number 2, Cl, carries 0.14; number 3, C, carries -0.01; number 4, C, carries -0.27

[2]
Entry from the OMol25 dataset: a molecular structure, C34H32F10N5SiTc (ωB97M-V/def2-TZVPD).

Its highest occupied orbital energy (alpha / beta) is -0.127 / -0.150 Ha. As for the spin multiplicity: 4. The value obtained for the LUMO energy (alpha / beta) is 2.6 / 2.5 eV. The expectation value of S² is 3.7786. The frontier orbital gap (alpha / beta) comes out at 6.018 / 6.618 eV. For the energy relative to the best compared isomer or geometry (same formula, charge and spin), the calculation gives 0.00 kJ/mol. Its net charge is -1.

Geometry (Å):
Tc1 0.65 -0.38 -1.39
C1 2.28 -2.20 -3.44
N1 1.30 -1.11 -3.45
C2 1.86 0.15 -3.94
C3 2.98 0.64 -3.04
N2 2.61 0.52 -1.63
C4 3.58 0.74 -0.71
C5 4.83 1.37 -0.92
F1 5.17 1.88 -2.13
C6 5.77 1.56 0.08
F2 6.93 2.17 -0.22
C7 5.52 1.17 1.38
F3 6.43 1.36 2.35
C8 4.31 0.57 1.64
F4 4.03 0.17 2.89
C9 3.39 0.36 0.64
F5 2.24 -0.24 0.99
C10 0.07 -1.51 -4.18
C11 -0.95 -2.06 -3.20
N3 -1.18 -1.00 -2.23
C12 -2.25 -1.07 -1.40
C13 -3.11 -2.09 -1.16
F6 -2.99 -3.32 -1.73
C14 -4.17 -1.96 -0.20
F7 -4.87 -3.08 0.07
C15 -4.49 -0.82 0.42
F8 -5.54 -0.80 1.28
C16 -3.79 0.46 0.15
F9 -4.54 2.66 -0.67
C17 -2.54 0.15 -0.64
F10 -1.98 2.55 -0.60
H1 2.68 -2.36 -4.45
H2 1.80 -3.10 -3.08
H3 3.08 -1.97 -2.74
H4 1.04 0.88 -3.94
H5 2.23 0.06 -4.97
H6 3.20 1.67 -3.34
H7 3.89 0.06 -3.25
H8 0.32 -2.24 -4.96
H9 -0.34 -0.63 -4.65
H10 -0.59 -2.98 -2.74
H11 -1.87 -2.29 -3.75
N4 1.06 -2.06 -0.81
C18 0.49 -2.97 0.01
C19 -0.58 -2.66 0.88
C20 -1.16 -3.62 1.68
C21 -0.69 -4.93 1.68
C22 0.38 -5.25 0.85
C23 0.96 -4.30 0.03
H12 -0.95 -1.64 0.88
H13 -2.00 -3.34 2.32
H14 -1.15 -5.68 2.31
H15 0.76 -6.26 0.84
H16 1.80 -4.56 -0.61
C24 -1.18 3.71 2.38
Si1 0.40 2.79 2.03
C25 1.84 4.00 2.09
C26 0.71 1.51 3.38
C27 0.51 2.18 0.25
H17 -1.16 4.15 3.38
H18 -2.06 3.06 2.31
H19 -1.32 4.52 1.66
H20 1.89 4.51 3.06
H21 1.76 4.77 1.31
H22 2.79 3.48 1.94
H23 1.12 2.03 4.25
H24 1.42 0.75 3.08
H25 -0.21 1.02 3.69
H26 1.57 1.98 0.10
H27 0.34 3.10 -0.34
N5 -0.25 1.07 -0.34
C28 -1.64 1.24 -0.24
C29 -2.46 0.60 0.83
C30 -4.78 1.62 0.22
C31 -4.83 2.15 1.63
C32 -4.24 1.73 2.75
C33 -3.22 0.71 3.07
C34 -2.32 0.18 2.22
H28 -5.78 1.24 -0.04
H29 -5.55 2.96 1.74
H30 -4.56 2.25 3.65
H31 -3.15 0.44 4.12
H32 -1.53 -0.47 2.56

Here are the Mulliken charges for atoms 1 to 4, given in e: number 1, Tc, carries -0.23; number 2, C, carries -1.31; number 3, N, carries 1.11; number 4, C, carries -1.15

[3]
Entry from the OMol25 dataset: a single C16H25N2O5P molecule at a distorted geometry (ωB97M-V/def2-TZVPD).

Its highest occupied orbital energy is -0.337 Ha. The value obtained for the LUMO energy is 0.6 eV. As for the structure (SMILES): CC(C)C[C@@H](C[P@@](=O)(O)CNC(=O)OCc1ccccc1)C(N)=O. The frontier orbital gap comes out at 9.750 eV. For the energy relative to the best compared isomer or geometry (same formula, charge and spin), the calculation gives 0.00 kJ/mol. Its net charge is 0.

Geometry (Å):
C1 0.72 -2.56 -0.42
C2 1.36 -2.53 0.97
C3 1.67 -3.98 1.47
C4 2.65 -1.72 1.06
C5 2.34 -0.15 1.00
C6 1.85 0.32 2.43
P1 1.21 2.06 2.50
O1 1.70 2.61 3.80
O2 1.80 2.96 1.32
C7 -0.66 2.16 2.41
N1 -1.25 2.45 1.08
C8 -1.14 1.60 0.00
O3 -0.99 0.40 0.28
O4 -1.12 2.20 -1.21
C9 -1.28 1.31 -2.32
C10 -2.74 0.90 -2.44
C11 -3.19 -0.38 -1.97
C12 -4.56 -0.74 -2.10
C13 -5.44 0.13 -2.77
C14 -4.97 1.35 -3.29
C15 -3.65 1.75 -3.12
C16 3.63 0.58 0.48
N2 4.37 0.14 -0.59
O5 4.05 1.61 0.99
H1 1.36 -3.10 -1.13
H2 -0.22 -3.07 -0.31
H3 0.55 -1.55 -0.82
H4 0.63 -2.14 1.62
H5 2.01 -3.99 2.54
H6 0.74 -4.59 1.39
H7 2.46 -4.43 0.87
H8 3.19 -1.92 1.98
H9 3.32 -2.01 0.26
H10 1.54 0.09 0.28
H11 2.73 0.28 3.12
H12 1.10 -0.39 2.79
H13 2.77 2.77 1.33
H14 -1.00 2.94 3.09
H15 -0.99 1.20 2.81
H16 -1.38 3.41 0.82
H17 -0.97 1.80 -3.24
H18 -0.68 0.43 -2.16
H19 -2.52 -1.01 -1.39
H20 -4.99 -1.65 -1.70
H21 -6.50 -0.11 -2.86
H22 -5.68 2.04 -3.75
H23 -3.30 2.67 -3.52
H24 4.30 -0.83 -0.89
H25 5.21 0.71 -0.72

Here are the natural (NBO) charges for atoms 1 to 4, given in e: number 1, C, carries -0.60; number 2, C, carries -0.21; number 3, C, carries -0.60; number 4, C, carries -0.38

[4]
Entry from the OMol25 dataset: a molecular structure, C21H48ClIN2O10PS7 at a distorted geometry (ωB97M-V/def2-TZVPD).

Its highest occupied orbital energy is -0.189 Ha. The value obtained for the LUMO energy is 1.8 eV. The frontier orbital gap comes out at 6.890 eV. Its net charge is -1.

Geometry (Å):
O1 -5.19 1.43 -2.47
C1 -4.96 1.31 -1.14
O2 -5.15 2.55 -0.36
C2 -4.58 -0.17 -0.55
I1 -6.49 -1.31 -0.80
N1 -4.28 -0.24 0.92
C3 -2.85 0.07 1.29
C4 -1.96 -1.11 2.08
C5 -0.44 -0.56 2.47
C6 0.16 0.91 2.13
N2 -0.67 1.89 1.38
C7 -2.05 1.46 1.03
P1 -3.31 -1.16 -1.60
O3 -1.77 -0.31 -1.72
Cl1 -2.90 -3.04 -0.62
H1 -4.59 -1.16 1.34
H2 -2.37 -2.17 2.35
H3 0.26 -1.30 3.07
H4 1.25 1.20 2.46
H5 -2.69 2.29 0.45
H6 -1.18 -0.61 -0.94
C8 2.00 5.64 -2.03
S1 1.26 5.10 -0.47
O4 2.14 4.02 0.09
C9 -0.18 4.29 -1.21
H7 2.95 6.14 -1.81
H8 2.19 4.78 -2.67
H9 1.33 6.34 -2.53
H10 0.15 3.51 -1.91
H11 -0.78 5.04 -1.74
H12 -0.77 3.84 -0.42
C10 -6.76 3.60 1.68
S2 -6.16 4.20 3.28
O5 -6.38 3.11 4.28
C11 -7.47 5.43 3.51
H13 -6.11 2.79 1.35
H14 -7.78 3.22 1.79
H15 -6.73 4.41 0.95
H16 -8.45 4.94 3.50
H17 -7.42 6.18 2.72
H18 -7.32 5.92 4.48
C12 4.51 -1.28 4.95
S3 4.21 -1.49 3.18
O6 2.85 -0.92 2.89
C13 4.05 -3.29 3.23
H19 4.61 -0.22 5.17
H20 3.68 -1.70 5.53
H21 5.44 -1.79 5.22
H22 3.25 -3.58 3.91
H23 4.99 -3.73 3.55
H24 3.82 -3.64 2.22
C14 1.72 -5.44 0.51
S4 1.72 -6.46 2.01
O7 3.01 -6.22 2.72
C15 1.86 -8.05 1.15
H25 1.68 -4.39 0.81
H26 2.64 -5.62 -0.06
H27 0.85 -5.69 -0.10
H28 2.77 -8.06 0.54
H29 0.98 -8.20 0.52
H30 1.91 -8.84 1.90
C16 -1.75 5.64 2.75
S5 -2.85 6.46 1.57
O8 -1.99 7.01 0.47
C17 -3.30 7.83 2.65
H31 -1.31 4.76 2.27
H32 -0.95 6.32 3.05
H33 -2.32 5.33 3.63
H34 -2.40 8.38 2.95
H35 -3.82 7.45 3.53
H36 -3.96 8.51 2.10
C18 4.64 -2.96 -1.20
S6 3.87 -3.57 -2.72
O9 2.93 -4.68 -2.33
C19 5.36 -4.33 -3.40
H37 3.88 -2.47 -0.59
H38 5.08 -3.79 -0.64
H39 5.42 -2.24 -1.46
H40 5.75 -5.08 -2.70
H41 6.11 -3.56 -3.58
H42 5.10 -4.82 -4.34
C20 3.01 -2.15 -8.04
S7 3.01 -3.17 -6.54
O10 4.30 -2.92 -5.82
C21 3.15 -4.75 -7.40
H43 2.97 -1.10 -7.74
H44 3.93 -2.33 -8.61
H45 2.14 -2.39 -8.65
H46 4.06 -4.77 -8.01
H47 2.27 -4.91 -8.03
H48 3.20 -5.55 -6.65

Here are the Mulliken charges for atoms 1 to 4, given in e: number 1, O, carries -0.66; number 2, C, carries 0.30; number 3, O, carries -0.59; number 4, C, carries -0.12

Question: Look up the net charge of the third one.
Answer: 0